This record from the OMol25 dataset describes 3 unconnected molecules or ions with the total composition C8H25NO10P3S. The level of theory is ωB97M-V/def2-TZVPD.

Cartesian coordinates (Å):
1 C -0.9470 -4.5834 1.2388
2 C -0.1251 -5.7110 1.8227
3 S 0.0428 -5.8102 3.7223
4 P 1.4294 -4.1895 4.1676
5 N 2.8202 -4.6065 3.3823
6 O 0.7769 -2.7138 3.4894
7 O 1.6976 -3.9975 5.9055
8 H -2.0289 -4.4644 1.6847
9 H -0.4647 -3.8699 0.4326
10 H 0.4137 -6.5309 1.1503
11 H 0.6469 -7.0299 4.0838
12 H 3.5699 -4.6550 4.1123
13 H 1.4556 -2.2913 2.8769
14 H 0.7841 -4.0329 6.3393
15 C 2.6998 -1.0558 -2.2263
16 O 1.9113 -0.5239 -1.1801
17 P 2.8108 0.3420 0.0175
18 O 2.0447 -0.4286 1.0983
19 O 1.9871 1.7124 -0.3715
20 C 2.3627 2.3599 -1.5694
21 O 3.7103 1.2079 1.2150
22 C 3.0301 1.6512 2.3800
23 H 2.4411 -2.1094 -2.3638
24 H 2.4822 -0.5107 -3.1470
25 H 3.7675 -0.9765 -2.0031
26 H 1.6604 2.0854 -2.3629
27 H 3.3787 2.0831 -1.8693
28 H 2.3215 3.4408 -1.4145
29 H 2.9388 0.8283 3.0943
30 H 2.0450 2.0572 2.1390
31 H 3.6274 2.4409 2.8436
32 C -2.6893 2.4738 0.3147
33 O -3.7581 2.7185 -0.5780
34 P -3.2957 3.5302 -2.0342
35 O -4.4813 4.4812 -1.8380
36 O -3.7780 2.2194 -2.9042
37 C -2.9201 1.0973 -2.8890
38 O -2.8332 4.3418 -3.4903
39 C -3.8552 4.7639 -4.3811
40 H -2.9770 2.8152 1.3131
41 H -2.4921 1.4004 0.3465
42 H -1.7812 2.9991 0.0056
43 H -3.2959 0.3661 -2.1663
44 H -1.8973 1.3823 -2.6216
45 H -2.9129 0.6448 -3.8836
46 H -4.2862 5.7071 -4.0341
47 H -4.6341 4.0052 -4.4862
48 H -3.4031 4.9357 -5.3616

Properties
* E_HOMO: -10.972 eV
* electronic energy: -69349.5124 eV
* charge: +1
* relative energy (zero: lowest compared OMol25 entry of this formula, charge and spin): 806.6 kJ/mol
* HOMO-LUMO gap: 5.26 eV
* spin multiplicity: 1
* strongest force on any atom: 10.36 eV/Å

These are the Löwdin partial charges, in e, on atoms 1 to 2: atom 1 (C): 0.022, atom 2 (C): -0.366